Record 1
DFT (wB97M-V/def2-TZVPD) results for a 2-piece molecular cluster, C4H12O2 overall at a distorted geometry.

**LUMO level**: 0.90 eV
**Frontier orbital gap**: 0.4051 Eh
**Energy relative to the best compared isomer or geometry (same formula, charge and spin)**: 120.1 kJ/mol
**SMILES string**: CC[C@@H](C)O.O
**E_tot**: -8436.26957 eV

Geometry as XYZ:
```
18
Properties=species:S:1:pos:R:3:lowdin_charge:R:1
C -0.70 1.46 0.34 -0.131
C -0.85 0.85 -1.03 -0.283
C 0.32 -0.01 -1.53 -0.399
C 0.07 -0.47 -3.00 -0.042
O 1.54 0.87 -1.40 -0.060
H -0.54 0.58 0.98 0.077
H 0.26 2.14 0.38 0.107
H -1.60 1.99 0.68 0.071
H -1.17 1.65 -1.93 0.168
H -1.79 0.17 -0.93 0.128
H 0.48 -0.75 -0.78 0.123
H -1.00 -0.79 -2.97 0.082
H 0.72 -1.38 -3.12 0.090
H 0.21 0.38 -3.65 0.075
H 1.58 1.23 -0.57 -0.007
O 0.82 -2.76 5.83 -0.093
H 1.41 -3.09 6.61 0.091
H 0.24 -2.06 6.10 0.002
```


Record 2
DFT (wB97M-V/def2-TZVPD) results for a 2-piece molecular cluster, C4H9N7S overall at a distorted geometry.

**Multiplicity**: 3
**LUMO level (spin up / spin down)**: 0.22 / -1.12 eV
**Frontier orbital gap (spin up / spin down)**: 0.2396 / 0.2606 Eh
**E_tot**: -25554.55468 eV
**<S²>**: 2.008

Geometry as XYZ:
```
21
Properties=species:S:1:pos:R:3:lowdin_charge:R:1
C -1.39 1.12 0.21 -0.485
C -0.07 0.02 1.44 -0.414
C -1.06 -2.11 0.96 -0.644
C 0.96 0.29 -2.20 -0.118
N -0.36 1.26 1.14 0.171
N -1.79 -0.12 0.08 0.109
N -0.95 -0.81 0.80 -0.182
N -1.78 2.10 -0.62 0.154
N 0.87 -0.38 2.35 0.187
N 2.46 -0.45 -0.64 0.037
N 1.36 -0.03 -0.91 -0.179
S -0.19 -2.98 1.95 0.760
H 0.08 -0.27 -2.32 0.055
H 0.63 1.40 -2.08 0.108
H 1.73 0.16 -2.91 0.061
H -1.53 2.91 -0.09 0.090
H -2.57 2.06 -1.25 0.109
H 1.44 0.31 2.66 0.074
H 0.92 -1.33 2.39 -0.096
H 3.19 -0.68 -1.36 0.104
H -1.97 -2.45 0.40 0.101
```


Record 3
DFT (wB97M-V/def2-TZVPD) results for a 2-piece molecular cluster, C6H6N2O2 overall at a distorted geometry.

**LUMO level**: 0.11 eV
**Frontier orbital gap**: 0.3550 Eh
**Energy relative to the best compared isomer or geometry (same formula, charge and spin)**: 348.2 kJ/mol
**SMILES string**: O=c1cc[nH]c(=O)[nH]1.C#C
**E_tot**: -13391.01741 eV

Geometry as XYZ:
```
16
Properties=species:S:1:pos:R:3:lowdin_charge:R:1
O 0.01 2.01 0.55 -0.007
C -0.17 0.76 0.62 -0.377
C -0.25 -0.02 -0.57 -0.089
C -0.69 -1.24 -0.61 -0.005
N -0.73 -1.89 0.71 0.123
C -0.90 -1.19 1.89 -0.493
O -1.43 -1.64 2.90 0.083
N -0.27 0.05 1.82 0.216
H -0.36 0.53 -1.52 0.104
H -0.88 -1.78 -1.62 0.166
H -0.84 -2.85 0.75 0.119
H -0.28 0.70 2.56 0.153
C 1.19 1.90 -1.58 -0.030
C 2.22 1.33 -2.01 0.024
H 0.47 2.32 -1.02 -0.035
H 2.91 1.02 -2.86 0.048
```


Which of these has the highest E_tot? C4H12O2